(1)
ORCA calculation (the ωB97M-V functional and the def2-TZVPD basis) on one molecule with the formula C6H15N.

The value obtained for the relative energy (zero: lowest compared OMol25 entry of this formula, charge and spin) is 326.5 kJ/mol. The calculation puts the gap between HOMO and LUMO at 0.344 Eh. For the largest force on an atom, the calculation gives 0.075 hartree/bohr. The HOMO energy is -0.303 Eh. As for the total energy: -292.24467 Eh. As for the spin multiplicity: 1.

Cartesian coordinates (Å):
1 C 0.802 -3.288 -0.288
2 C 0.342 -1.973 0.503
3 N 0.668 -0.684 -0.213
4 C -1.710 2.494 -0.361
5 C -1.340 1.139 0.170
6 C 0.185 0.742 -0.306
7 C 1.140 1.592 0.626
8 H -0.106 -3.662 -0.835
9 H 1.581 -3.221 -1.180
10 H 1.136 -4.104 0.341
11 H -0.689 -2.190 0.744
12 H 0.807 -1.676 1.445
13 H 0.724 -0.923 -1.219
14 H -2.697 2.799 0.047
15 H -1.519 2.649 -1.493
16 H -0.871 3.247 -0.183
17 H -1.593 1.161 1.298
18 H -1.986 0.235 -0.221
19 H 0.127 0.994 -1.486
20 H 0.906 1.150 1.612
21 H 0.858 2.591 0.433
22 H 2.135 1.503 0.116



(2)
ORCA calculation (the ωB97M-V functional and the def2-TZVPD basis) on C23H15BrN2O3W as an isolated structure.

The value obtained for the relative energy (zero: lowest compared OMol25 entry of this formula, charge and spin) is 64.5 kJ/mol. The calculation puts the gap between HOMO and LUMO (spin up / spin down) at 0.236 / 0.244 Eh. For the largest force on an atom, the calculation gives 0.037 hartree/bohr. The HOMO energy (spin up / spin down) is -0.532 / -0.536 Eh. As for the total energy: -3861.26888 Eh. As for the spin multiplicity: 3. As for the charge: +2.

Cartesian coordinates (Å):
1 W -0.942 0.966 -0.152
2 Br 3.611 4.823 -4.720
3 C 2.262 3.971 -3.724
4 C 0.925 4.348 -3.902
5 C -0.079 3.737 -3.176
6 C 0.244 2.747 -2.265
7 O -0.680 2.125 -1.514
8 C 1.588 2.338 -2.084
9 C 1.924 1.306 -1.171
10 N 1.074 0.612 -0.432
11 C 1.630 -0.364 0.454
12 C 2.823 -1.025 0.300
13 C 3.302 -1.857 1.329
14 C 2.606 -2.011 2.495
15 C 1.344 -1.394 2.654
16 C 0.545 -1.516 3.811
17 C -0.684 -0.906 3.849
18 C -1.134 -0.187 2.745
19 N -0.409 -0.031 1.637
20 C 0.841 -0.610 1.600
21 C 2.593 2.981 -2.826
22 H 0.680 5.128 -4.609
23 H -1.115 4.023 -3.304
24 H 2.980 1.076 -1.072
25 H 3.411 -0.924 -0.603
26 H 4.248 -2.363 1.189
27 H 3.004 -2.614 3.301
28 H 0.912 -2.083 4.657
29 H -1.314 -0.975 4.724
30 H -2.112 0.275 2.752
31 H 3.629 2.698 -2.691
32 O -4.900 0.672 0.439
33 C -3.767 0.369 0.303
34 O -2.700 1.214 0.398
35 C -3.198 -1.008 0.077
36 C -2.095 -1.110 -0.833
37 C -1.378 -2.327 -0.849
38 C -1.722 -3.361 0.000
39 C -2.848 -3.257 0.811
40 C -3.583 -2.071 0.858
41 H -2.184 -0.579 -1.785
42 H -0.589 -2.476 -1.576
43 H -1.154 -4.281 -0.020
44 H -3.157 -4.105 1.409
45 H -4.436 -1.971 1.518



(3)
ORCA calculation (the ωB97M-V functional and the def2-TZVPD basis) on a 6-piece molecular cluster, C16H38BFN10O17P overall.

The calculation puts the gap between HOMO and LUMO at 0.288 Eh. For the largest force on an atom, the calculation gives 0.113 hartree/bohr. The HOMO energy is -0.450 Eh. As for the total energy: -2924.38621 Eh. As for the spin multiplicity: 1. As for the charge: +1.

Cartesian coordinates (Å):
1 C -3.374 0.354 0.732
2 O -2.347 0.333 1.762
3 C -1.726 -0.955 1.886
4 N -0.369 -1.029 1.200
5 B -0.319 -1.945 -0.014
6 C 0.289 -3.482 0.049
7 O -0.849 -1.547 -1.329
8 C 0.688 -0.332 1.648
9 N 0.430 0.461 2.874
10 P 0.862 -0.431 4.356
11 N -0.203 0.223 5.631
12 O 0.399 -2.100 4.199
13 N 1.973 -0.385 0.942
14 C 2.045 0.651 -0.181
15 C 2.179 -0.067 -1.646
16 C 3.301 0.628 -2.580
17 C 2.525 1.592 -3.636
18 O 2.299 2.865 -2.970
19 C 0.980 2.954 -2.449
20 O 0.752 3.864 -1.608
21 C 3.125 -0.080 1.822
22 O 3.320 1.019 2.408
23 N 4.194 -1.115 2.049
24 C 5.010 -1.259 0.841
25 O 5.531 -0.283 0.253
26 F 5.167 -2.561 0.301
27 H -4.372 0.010 1.193
28 H -3.093 -0.173 -0.243
29 H -3.528 1.471 0.458
30 H -2.428 -1.731 1.380
31 H -1.680 -1.255 2.988
32 H 0.739 -3.774 -0.971
33 H -0.515 -4.258 0.335
34 H 1.157 -3.501 0.815
35 H -0.155 -1.753 -1.996
36 H 0.869 1.392 2.814
37 H -1.160 0.186 5.245
38 H 0.113 1.195 5.801
39 H 1.201 -2.666 4.160
40 H 1.108 1.307 -0.117
41 H 2.946 1.347 -0.099
42 H 2.413 -1.196 -1.516
43 H 1.133 0.006 -2.136
44 H 3.778 -0.203 -3.231
45 H 4.126 1.166 -2.000
46 H 3.177 1.696 -4.593
47 H 1.549 1.082 -3.987
48 H 0.121 2.239 -2.691
49 H 3.783 -2.008 2.364
50 C -3.234 -3.786 -3.611
51 N -2.153 -3.912 -2.599
52 O -1.011 -4.054 -3.011
53 O -2.489 -3.862 -1.425
54 H -2.793 -3.847 -4.605
55 H -3.934 -4.605 -3.448
56 H -3.714 -2.819 -3.461
57 C 6.159 1.829 3.813
58 N 7.242 1.706 4.823
59 O 8.381 1.560 4.409
60 O 6.909 1.759 5.996
61 H 6.597 1.764 2.818
62 H 5.459 1.012 3.980
63 H 5.680 2.797 3.961
64 C -5.854 1.314 4.758
65 N -5.804 0.657 3.426
66 O -6.591 1.046 2.577
67 O -4.976 -0.228 3.275
68 H -6.633 2.076 4.745
69 H -6.080 0.545 5.495
70 H -4.879 1.763 4.940
71 C -8.614 0.024 0.229
72 N -8.557 -0.636 -1.101
73 O -9.342 -0.252 -1.953
74 O -7.724 -1.519 -1.244
75 H -9.394 0.783 0.212
76 H -8.839 -0.744 0.968
77 H -7.641 0.476 0.413
78 C 3.805 3.677 -7.766
79 N 3.813 2.200 -7.935
80 O 3.542 1.519 -6.954
81 O 4.090 1.774 -9.041
82 H 3.543 3.911 -6.736
83 H 4.805 4.040 -8.002
84 H 3.064 4.082 -8.455



(4)
ORCA calculation (the ωB97M-V functional and the def2-TZVPD basis) on one molecule with the formula C28H29N3O4.

The value obtained for the relative energy (zero: lowest compared OMol25 entry of this formula, charge and spin) is 200.6 kJ/mol. The calculation puts the gap between HOMO and LUMO at 0.285 Eh. For the largest force on an atom, the calculation gives 0.017 hartree/bohr. The HOMO energy is -0.291 Eh. As for the total energy: -1549.62381 Eh. As for the spin multiplicity: 1.

Cartesian coordinates (Å):
1 C 2.163 4.266 -0.789
2 C 3.389 3.818 0.001
3 O 3.584 2.418 -0.049
4 C 2.833 1.600 0.731
5 C 1.887 2.006 1.667
6 C 1.206 1.057 2.401
7 C 1.422 -0.302 2.208
8 C 2.389 -0.723 1.291
9 C 3.081 0.236 0.574
10 H 3.839 -0.060 -0.134
11 C 2.732 -2.169 1.097
12 H 3.797 -2.321 1.262
13 H 2.182 -2.805 1.785
14 H 2.511 -2.482 0.077
15 C 0.557 -1.244 2.944
16 C -0.388 -1.996 2.308
17 C -1.360 -2.765 3.035
18 O -1.383 -2.937 4.250
19 C -2.372 -3.256 2.013
20 O -3.360 -3.933 2.191
21 N -1.961 -2.763 0.820
22 C -2.688 -2.957 -0.412
23 C -1.785 -3.487 -1.489
24 C -1.536 -2.770 -2.652
25 C -0.661 -3.292 -3.591
26 C -0.056 -4.510 -3.320
27 N -0.278 -5.197 -2.213
28 C -1.121 -4.701 -1.327
29 H -1.277 -5.298 -0.437
30 H 0.641 -4.958 -4.016
31 H -0.449 -2.762 -4.507
32 H -2.018 -1.817 -2.816
33 H -3.490 -3.667 -0.184
34 H -3.132 -2.006 -0.732
35 C -0.726 -1.999 0.844
36 C -0.894 -0.605 0.292
37 C -0.131 -0.157 -0.776
38 C -0.246 1.136 -1.237
39 C -1.149 2.036 -0.656
40 C -1.928 1.568 0.409
41 C -1.797 0.275 0.872
42 H -2.411 -0.059 1.696
43 H -2.654 2.211 0.880
44 N -1.198 3.353 -1.075
45 C -1.119 3.684 -2.480
46 H -2.115 3.906 -2.884
47 H -0.489 4.567 -2.616
48 H -0.698 2.863 -3.050
49 C -1.954 4.317 -0.313
50 H -1.728 4.213 0.746
51 H -1.650 5.315 -0.631
52 H -3.039 4.226 -0.461
53 H 0.397 1.457 -2.042
54 H 0.578 -0.824 -1.245
55 H 0.036 -2.526 0.252
56 O 0.668 -1.256 4.263
57 H -0.023 -1.868 4.634
58 H 0.469 1.372 3.125
59 H 1.671 3.049 1.837
60 H 3.334 4.164 1.040
61 H 4.294 4.233 -0.450
62 H 2.270 3.969 -1.829
63 H 2.071 5.347 -0.738
64 H 1.258 3.811 -0.395